# 1
Entry from the Open Molecules 2025 dataset: C37H26Cl3IN4O6V as an isolated structure at a distorted geometry (the ωB97M-V functional and the def2-TZVPD basis).

Values from the calculation:
relative energy (zero: lowest compared OMol25 entry of this formula, charge and spin): 92.8 kJ/mol
LUMO level (spin up / spin down): -0.0476 / -0.0315 hartree
frontier orbital gap (spin up / spin down): 6.32 / 6.76 eV
multiplicity: 2
total energy: -4718.3397 a.u.
total charge: 0
E_HOMO (spin up / spin down): -7.6 / -7.6 eV

Last column: Löwdin charge in e.
Atoms and positions in Å:
V -1.03 -0.08 0.08  1.139
C 0.69 2.77 4.34  0.001
O 0.80 1.97 3.16  -0.050
C 1.47 0.87 3.13  -0.242
C 2.62 0.46 3.93  0.029
C 2.98 -0.89 3.87  -0.081
C 2.39 -1.79 2.96  -0.036
C 1.32 -1.36 2.19  -0.132
C 0.64 -2.35 1.34  -0.018
N -0.28 -2.01 0.50  -0.041
N -0.77 -3.05 -0.28  0.117
C -1.57 -2.47 -1.17  -0.424
O -2.00 -1.28 -1.17  -0.111
C -2.05 -3.26 -2.37  -0.104
C -2.82 -2.63 -3.38  -0.039
C -3.21 -3.39 -4.46  -0.110
C -2.75 -4.66 -4.65  -0.095
C -1.88 -5.29 -3.73  -0.065
C -1.53 -4.57 -2.58  -0.031
C 0.97 -0.04 2.21  -0.194
O -0.11 0.35 1.48  -0.133
H 0.19 3.65 4.09  0.080
H 1.62 3.04 4.76  0.081
H 0.11 2.12 4.99  0.106
H 3.00 1.03 4.76  0.103
H 3.84 -1.12 4.48  0.102
H 2.80 -2.77 2.96  0.101
H 0.98 -3.33 1.29  0.116
H -3.12 -1.59 -3.30  0.065
H -3.79 -2.87 -5.26  0.125
H -2.93 -5.10 -5.63  0.104
H -1.45 -6.30 -3.92  0.111
H -0.77 -4.87 -1.86  0.104
Cl -5.39 3.45 4.57  0.724
C -4.59 2.51 3.42  -0.704
C -4.88 1.12 3.41  -0.113
C -4.29 0.21 2.64  -0.576
Cl -4.69 -1.45 2.49  0.775
C -3.16 0.60 1.86  -0.363
O -2.63 -0.27 1.14  -0.116
C -2.93 2.00 1.79  -0.099
C -2.23 2.46 0.63  -0.157
O -1.62 1.86 -0.22  -0.039
C -3.65 2.94 2.55  -0.053
H -5.71 0.88 4.05  0.107
H -2.27 3.51 0.39  0.140
H -3.38 3.99 2.48  0.129
Cl 1.16 -3.12 -6.05  0.708
C 0.76 -2.21 -4.64  -0.608
C -0.19 -1.20 -4.74  -0.174
C -0.29 -0.25 -3.69  -0.603
I -1.84 1.12 -3.85  1.003
C 0.37 -0.39 -2.46  -0.378
O 0.05 0.37 -1.43  -0.245
C 1.32 -1.49 -2.34  -0.102
N 2.11 -1.57 -1.19  0.136
C 2.92 -2.59 -1.11  -0.126
C 3.10 -3.57 -2.13  -0.034
C 2.33 -3.55 -3.26  -0.020
C 1.50 -2.41 -3.45  -0.167
H -0.63 -0.98 -5.70  0.092
H 3.45 -2.78 -0.20  0.096
H 3.86 -4.23 -1.99  0.070
H 2.48 -4.13 -4.15  0.078
N 2.07 2.06 0.06  0.151
C 2.30 3.40 0.41  -0.292
C 1.31 4.41 0.26  -0.062
C 1.48 5.70 0.63  -0.117
C 2.71 6.08 1.18  -0.127
C 3.77 5.14 1.30  -0.096
C 3.51 3.80 0.97  -0.068
H 1.29 1.81 -0.44  0.020
H 2.79 1.36 -0.01  0.099
H 0.47 4.03 -0.35  0.115
H 0.74 6.49 0.47  0.104
H 3.00 7.10 1.43  0.089
H 4.83 5.54 1.57  0.127
H 4.32 3.07 0.94  0.100

=====

# 2
Entry from the Open Molecules 2025 dataset: C37H26IrN4O2S as an isolated structure at a distorted geometry (the ωB97M-V functional and the def2-TZVPD basis).

Values from the calculation:
relative energy (zero: lowest compared OMol25 entry of this formula, charge and spin): 31.0 kJ/mol
LUMO level: -0.1364 hartree
frontier orbital gap: 7.55 eV
multiplicity: 1
total energy: -2297.4552 a.u.
total charge: +1
E_HOMO: -11.3 eV

Last column: Löwdin charge in e.
Atoms and positions in Å:
Ir -1.42 -0.28 -0.47  1.454
C -5.71 0.25 -0.89  -0.065
C -6.19 -0.54 0.15  -0.067
C -5.30 -1.16 1.01  -0.014
C -3.93 -0.99 0.80  -0.199
C -3.43 -0.22 -0.26  -0.261
C -4.34 0.40 -1.10  -0.110
C -2.88 -1.48 1.68  -0.183
C -3.05 -2.37 2.76  0.027
C -1.97 -2.71 3.52  0.030
C -0.72 -2.09 3.29  -0.144
C 0.40 -2.33 4.13  -0.012
C 1.56 -1.64 3.94  -0.049
C 1.64 -0.66 2.93  -0.029
C 0.59 -0.43 2.09  -0.012
C -0.60 -1.17 2.23  -0.183
N -1.67 -0.99 1.38  -0.006
H -6.41 0.74 -1.55  0.111
H -7.25 -0.65 0.30  0.110
H -5.67 -1.75 1.84  0.112
H -4.00 1.03 -1.92  0.106
H -4.03 -2.78 2.95  0.119
H -2.07 -3.43 4.32  0.131
H 0.30 -3.06 4.93  0.123
H 2.41 -1.82 4.59  0.114
H 2.54 -0.06 2.83  0.110
H 0.65 0.36 1.36  0.083
O 2.13 -1.56 -1.63  0.101
C 1.82 -0.41 -1.46  -0.495
N 2.59 0.72 -1.49  0.170
C 1.88 1.94 -1.08  -0.247
C 0.50 1.32 -0.87  -0.450
O -0.58 1.78 -0.41  -0.075
N 0.52 0.02 -1.11  0.017
C 2.39 2.46 0.28  -0.142
C 1.61 3.33 1.03  -0.019
C 2.07 3.83 2.23  -0.057
C 3.33 3.47 2.70  -0.075
C 4.12 2.61 1.95  -0.075
C 3.65 2.10 0.75  -0.031
C 1.90 3.04 -2.13  -0.136
C 3.09 3.30 -2.81  -0.024
C 3.16 4.33 -3.73  -0.063
C 2.04 5.12 -3.98  -0.072
C 0.86 4.87 -3.29  -0.062
C 0.79 3.84 -2.37  -0.021
H 3.52 0.70 -1.85  0.148
H 0.63 3.63 0.67  0.115
H 1.45 4.51 2.81  0.111
H 3.69 3.86 3.64  0.108
H 5.10 2.33 2.30  0.109
H 4.27 1.42 0.18  0.110
H 3.98 2.71 -2.62  0.112
H 4.08 4.52 -4.26  0.110
H 2.09 5.92 -4.70  0.109
H -0.01 5.49 -3.48  0.110
H -0.13 3.66 -1.83  0.108
S -2.47 -3.85 -2.98  1.151
C -2.60 -2.36 -2.17  -0.415
N -1.63 -2.09 -1.34  -0.133
C -0.69 -3.13 -1.27  -0.265
C 0.49 -3.15 -0.51  -0.040
C 1.17 -4.34 -0.47  -0.047
C 0.85 -5.41 -1.32  -0.055
C -0.23 -5.35 -2.17  -0.069
C -1.01 -4.19 -2.12  -0.446
H -3.44 -1.70 -2.32  0.083
H 0.57 -2.50 0.35  0.096
H 2.02 -4.44 0.19  0.117
H 1.44 -6.32 -1.29  0.114
H -0.47 -6.16 -2.84  0.116

=====

# 3
Entry from the Open Molecules 2025 dataset: C37H27Br2Cl2MgN6O2S as an isolated structure (the ωB97M-V functional and the def2-TZVPD basis).

Values from the calculation:
relative energy (zero: lowest compared OMol25 entry of this formula, charge and spin): 7.2 kJ/mol
LUMO level: 0.0707 hartree
frontier orbital gap: 6.51 eV
multiplicity: 1
total energy: -8572.1357 a.u.
total charge: -1
E_HOMO: -4.6 eV

Last column: Löwdin charge in e.
Atoms and positions in Å:
Mg 0.51 0.00 -0.15  0.581
Cl 0.66 5.09 0.35  0.665
C 0.54 3.88 1.60  -0.582
C 0.49 4.31 2.93  -0.147
C 0.36 3.42 3.96  -0.626
Cl 0.30 4.00 5.61  0.635
C 0.25 2.03 3.69  -0.179
C 0.07 1.03 4.67  -0.029
C -0.06 -0.28 4.29  -0.041
C -0.01 -0.60 2.92  -0.103
N 0.16 0.31 2.00  0.099
C 0.30 1.61 2.35  -0.130
C 0.49 2.53 1.23  -0.417
O 0.54 2.10 0.04  -0.118
H 0.55 5.37 3.14  0.098
H 0.04 1.31 5.72  0.085
H -0.20 -1.06 5.02  0.101
H -0.13 -1.61 2.57  0.114
Br 1.71 -4.49 -0.68  0.760
C -0.14 -4.27 -0.34  -0.603
C -0.98 -5.39 -0.40  -0.194
C -2.32 -5.28 -0.17  -0.646
Br -3.40 -6.84 -0.27  0.708
C -2.89 -4.02 0.14  -0.201
C -4.27 -3.81 0.38  -0.055
C -4.72 -2.55 0.67  -0.068
C -3.79 -1.50 0.72  -0.152
N -2.51 -1.65 0.50  0.136
C -2.04 -2.89 0.20  -0.133
C -0.60 -2.98 -0.05  -0.419
O 0.15 -1.96 -0.01  -0.157
H -0.54 -6.35 -0.63  0.087
H -4.95 -4.65 0.34  0.068
H -5.77 -2.36 0.86  0.095
H -4.12 -0.49 0.95  0.091
N -1.51 0.88 -3.87  0.185
C -0.65 -0.08 -4.38  -0.179
C -0.36 -0.50 -5.68  -0.030
C 0.58 -1.50 -5.80  -0.098
C 1.21 -2.07 -4.68  -0.076
C 0.93 -1.64 -3.40  0.006
C -0.03 -0.64 -3.27  -0.203
N -0.50 -0.02 -2.12  0.155
C -1.36 0.87 -2.52  -0.238
C -2.10 1.71 -1.59  -0.300
C -2.87 2.80 -1.87  -0.344
S -3.48 3.47 -0.42  1.021
C -2.69 2.22 0.46  -0.450
N -2.01 1.39 -0.26  0.055
H -2.12 1.48 -4.40  0.155
H -0.84 -0.07 -6.55  0.102
H 0.84 -1.87 -6.78  0.096
H 1.95 -2.85 -4.82  0.103
H 1.41 -2.06 -2.52  0.090
H -3.07 3.26 -2.83  0.069
H -2.73 2.17 1.54  0.091
C 2.98 2.81 -4.15  -0.133
N 3.54 2.37 -2.89  -0.262
C 3.30 3.37 -1.86  -0.102
C 2.94 1.09 -2.50  -0.193
C 3.56 0.45 -1.28  -0.268
C 4.95 0.40 -1.19  -0.077
C 5.56 -0.20 -0.10  -0.127
C 4.77 -0.78 0.88  -0.130
C 3.38 -0.74 0.76  -0.149
C 2.71 -0.11 -0.31  -0.101
H 3.43 3.76 -4.45  0.074
H 1.89 2.96 -4.09  0.080
H 3.18 2.07 -4.93  0.077
H 3.78 4.31 -2.14  0.078
H 3.71 3.03 -0.91  0.088
H 2.22 3.55 -1.71  0.059
H 3.02 0.42 -3.36  0.116
H 1.86 1.23 -2.31  0.097
H 5.55 0.86 -1.97  0.099
H 6.64 -0.23 -0.03  0.082
H 5.23 -1.26 1.74  0.083
H 2.80 -1.22 1.54  0.076

=====

> Look up the relative energy (zero: lowest compared OMol25 entry of this formula, charge and spin) of the second one.

31.0 kJ/mol

=====

> Which of these has the lowest total charge?

C37H27Br2Cl2MgN6O2S

=====

> Which of these has the highest total energy?

C37H26IrN4O2S